Record 1
103
Properties=species:S:1:pos:R:3 method="wB97M-V/def2-TZVPD" orbital_gap_ev=5.533 homo_ev=-4.67 total_charge=-1 spin_multiplicity=1
C -0.2694 -2.1588 -0.3862
C -1.4381 -1.7451 -1.3991
C -1.9492 -2.9358 -2.3483
C -1.0768 -0.4615 -2.3213
C 0.4622 -0.3629 -2.7296
N 0.8431 0.7823 -3.5883
C 0.4765 0.6576 -5.0149
C 1.4802 1.4480 -6.0243
O 2.7272 1.1982 -5.9328
O 1.0486 2.3209 -6.9886
C 0.6671 2.0885 -3.0021
F 0.5887 2.0268 -1.5630
F 1.8767 2.8306 -3.2613
C -0.5581 2.9771 -3.5071
F -1.8008 2.2795 -3.5852
F -0.3234 3.6303 -4.7507
C -0.8547 4.1995 -2.4714
F -1.6833 5.1206 -3.1897
F 0.2929 4.9006 -2.0951
F -1.6537 3.7844 -1.3708
H 0.0597 -1.2572 0.2546
H 0.6319 -2.5752 -0.9671
H -0.6644 -2.9370 0.3569
H -2.3355 -1.4326 -0.7414
H -2.8116 -2.5137 -2.9817
H -2.3838 -3.7893 -1.7336
H -1.1034 -3.2528 -3.0475
H -1.7800 -0.3960 -3.2293
H -1.3498 0.4554 -1.6721
H 1.1877 -0.3777 -1.8339
H 0.7103 -1.3263 -3.3154
H 0.6214 -0.4516 -5.2973
H -0.6019 0.9055 -5.2871
C 1.3929 3.1082 1.6711
N 1.5527 1.7983 2.3552
O 1.0485 0.8230 1.8251
O 2.1798 1.7958 3.4021
H 0.8178 2.9598 0.7589
H 0.8675 3.7738 2.3542
H 2.3892 3.4831 1.4420
C 0.3647 -4.7226 4.0979
N 0.3477 -4.0570 2.7702
O -0.0762 -4.7062 1.8197
O 0.7604 -2.9077 2.7282
H -0.0256 -5.7329 3.9903
H 1.4008 -4.7415 4.4390
H -0.2626 -4.1366 4.7684
C 4.4969 -3.4906 6.4281
N 3.3224 -4.2564 5.9360
O 3.3442 -4.6327 4.7760
O 2.4164 -4.4548 6.7301
H 5.2163 -3.3924 5.6180
H 4.1409 -2.5121 6.7479
H 4.9263 -4.0471 7.2605
C 0.8940 -6.2314 9.0890
N -0.4590 -6.4987 8.5345
O -0.6873 -6.1113 7.4015
O -1.2439 -7.0887 9.2578
H 1.4829 -5.7030 8.3408
H 0.7681 -5.6206 9.9820
H 1.3467 -7.1928 9.3278
C -3.0272 5.0476 0.9300
N -2.7867 5.2004 2.3883
O -3.7622 5.2429 3.1177
O -1.6229 5.2722 2.7488
H -4.0998 4.9969 0.7541
H -2.5955 5.9154 0.4332
H -2.5408 4.1279 0.6124
C -5.2011 1.7728 -4.8421
N -5.5941 0.7270 -3.8616
O -6.7800 0.6288 -3.5896
O -4.6983 0.0434 -3.4012
H -6.0946 2.3020 -5.1672
H -4.5116 2.4509 -4.3406
H -4.7218 1.2719 -5.6822
C 7.2487 -2.4519 2.6321
N 7.4897 -2.2886 4.0898
O 6.5105 -2.2513 4.8202
O 8.6488 -2.2035 4.4505
H 6.1761 -2.5135 2.4585
H 7.6714 -1.5827 2.1301
H 7.7440 -3.3697 2.3183
C 0.9610 7.6971 3.6450
N 2.0903 6.7489 3.8276
O 2.1091 5.7580 3.1173
O 2.9168 7.0334 4.6770
H 0.3079 7.3179 2.8614
H 0.4286 7.7607 4.5930
H 1.3834 8.6606 3.3629
C 0.0038 4.4311 -8.6982
N -0.0386 5.1054 -10.0237
O -0.4673 4.4626 -10.9693
O 0.3602 6.2591 -10.0712
H -0.3774 3.4187 -8.8054
H 1.0413 4.4170 -8.3679
H -0.6203 5.0082 -8.0170
C -5.1057 -6.4601 -1.4686
N -4.9615 -5.2659 -2.3409
O -3.8301 -4.8656 -2.5602
O -5.9896 -4.7732 -2.7737
H -4.1158 -6.7895 -1.1586
H -5.7024 -6.1667 -0.6059
H -5.6053 -7.2334 -2.0505

Record 2
17
Properties=species:S:1:pos:R:3 method="wB97M-V/def2-TZVPD" de_lowest_kj_mol=502.9 orbital_gap_ev="7.554 / 7.552" homo_ev="-8.64 / -7.32" spin_multiplicity=1
C -2.4444 -2.0533 -0.0491
C -1.6015 -1.3436 0.3617
C 2.1547 -0.5050 -1.2217
C 2.9048 0.1334 -0.2595
C 0.6155 -0.2749 0.3222
C -1.4960 1.8644 -0.5168
C -0.5896 -0.5940 0.9664
N 0.8920 -0.7484 -0.9005
O -0.8909 -0.0837 2.2257
S 1.9764 0.5738 1.0926
H -3.3806 -2.3668 -0.3743
H 2.2993 -0.9528 -2.2192
H 4.0119 0.2968 -0.4030
H -0.7030 2.5054 -0.9095
H -1.3644 1.7650 0.5463
H -2.1142 1.1434 -0.8997
H -0.2700 0.6403 2.2385

Record 3
37
Properties=species:S:1:pos:R:3 method="wB97M-V/def2-TZVPD" de_lowest_kj_mol=18.1 orbital_gap_ev=9.180 homo_ev=-8.50 spin_multiplicity=1
C -1.0202 -1.3243 2.2844
Si -1.4114 0.0329 1.1105
C -2.4451 -0.7204 -0.3067
C -2.3367 1.2502 2.2299
C 0.2563 0.6562 0.4407
C 0.0477 1.1832 -0.9466
C 0.9736 0.8838 -1.9603
C 0.7773 1.3874 -3.2258
C -0.2877 2.2419 -3.5053
Cl -0.4996 2.8513 -5.1493
C -1.2038 2.5173 -2.4901
C -1.0436 2.0063 -1.2264
C 1.2855 -0.4415 0.5806
C 2.2913 -0.3634 1.5310
C 3.2884 -1.3229 1.5242
C 3.1895 -2.4494 0.7167
Cl 4.3112 -3.7351 0.9015
C 2.1188 -2.5818 -0.1303
C 1.1808 -1.5751 -0.2490
H -1.9523 -1.6425 2.7623
H -0.6039 -2.1764 1.7461
H -0.3182 -1.0068 3.0617
H -3.1379 -1.4792 0.0893
H -1.7929 -1.1421 -1.0317
H -3.0644 0.1080 -0.7344
H -3.2386 0.7669 2.5691
H -2.5745 2.0859 1.5619
H -1.6750 1.5349 3.0279
H 0.4826 1.4780 1.1449
H 1.8801 0.3327 -1.7177
H 1.3834 1.0541 -4.0684
H -2.0781 3.1353 -2.7235
H -1.7183 2.2604 -0.4309
H 2.3744 0.5073 2.1449
H 4.1387 -1.2471 2.1632
H 2.0445 -3.4766 -0.7312
H 0.3781 -1.5894 -0.9632

Record 4
75
Properties=species:S:1:pos:R:3 method="wB97M-V/def2-TZVPD" orbital_gap_ev=7.873 homo_ev=-9.65 spin_multiplicity=1
C -0.7360 -0.4206 -2.5253
C -0.0871 -1.1079 -3.7182
C 1.3957 -1.5109 -3.5341
C 2.1936 -0.8065 -2.4336
C 3.4322 -1.6934 -2.1404
C 2.7543 0.5772 -2.8728
C 3.0976 1.4863 -1.6924
C 1.9278 1.6956 -0.7401
O 1.7356 1.0377 0.2225
Br 0.7639 3.1950 -1.1878
N 1.7149 1.3061 -3.6753
C 1.7720 1.3794 -4.8741
S 1.7387 1.3283 -6.4458
O 3.8797 0.3292 -3.7266
C 5.0638 1.0053 -3.4672
O 5.9374 0.4789 -2.8443
C 5.1951 2.3643 -4.0475
C 4.8890 2.6321 -5.3726
C 5.0308 3.9374 -5.7729
C 5.4409 4.9206 -4.9030
N 5.7592 4.6657 -3.6338
C 5.6252 3.4083 -3.2529
H -0.5932 -0.9855 -1.6016
H -0.3337 0.5761 -2.3598
H -1.8099 -0.2948 -2.6606
H -0.6536 -2.0096 -3.9519
H -0.1876 -0.4543 -4.5843
H 1.4714 -2.5802 -3.3465
H 1.9216 -1.3258 -4.4735
H 1.6726 -0.7457 -1.4856
H 3.0699 -2.5073 -1.5132
H 3.8312 -2.1327 -3.0478
H 4.1863 -1.1705 -1.5588
H 3.3642 2.4795 -2.0444
H 3.8912 1.0740 -1.0744
H 4.5594 1.8572 -6.0445
H 4.7852 4.2111 -6.7906
H 5.5182 5.9463 -5.2363
H 5.8779 3.1796 -2.2211
O -2.3687 -7.0669 -0.0091
C -1.6085 -6.1286 -0.1049
C -2.0862 -4.7295 0.0234
C -1.2475 -3.7040 -0.0865
C 0.1962 -3.9131 -0.3340
O 0.9610 -2.9729 -0.4279
C 0.6786 -5.3097 -0.4617
C -0.1584 -6.3378 -0.3556
H -3.1435 -4.5966 0.2114
H -1.5752 -2.6779 0.0043
H 1.7383 -5.4381 -0.6431
H 0.1692 -7.3657 -0.4443
O -1.8158 2.7658 3.2178
C -1.9872 1.5738 3.0883
C -1.1016 0.7609 2.2145
C -1.2894 -0.5475 2.0711
C -2.3899 -1.2504 2.7750
O -2.5574 -2.4474 2.6419
C -3.2726 -0.4395 3.6459
C -3.0914 0.8717 3.7972
H -0.3017 1.2854 1.7061
H -0.6504 -1.1543 1.4403
H -4.0687 -0.9773 4.1471
H -3.7317 1.4811 4.4354
O -7.5340 1.2186 10.0165
C -6.9231 1.5385 9.0212
C -6.7831 2.9627 8.6255
C -6.1133 3.3121 7.5306
C -5.4778 2.2937 6.6608
O -4.8654 2.6166 5.6630
C -5.6158 0.8698 7.0545
C -6.2852 0.5193 8.1488
H -7.2543 3.6891 9.2750
H -5.9988 4.3434 7.2226
H -5.1439 0.1422 6.4062
H -6.3981 -0.5126 8.4558

Record 5
13
Properties=species:S:1:pos:R:3 method="wB97M-V/def2-TZVPD" de_lowest_kj_mol=28.3 orbital_gap_ev="6.246 / 6.172" homo_ev="-12.25 / -12.25" total_charge=+1 spin_multiplicity=4
V -1.6205 -0.3375 2.1308
N 0.1966 -0.1031 -0.3411
S -0.4065 1.3418 0.0391
O -1.4755 1.2476 1.1659
S 0.1586 -1.4204 0.8070
O -0.5369 -2.5148 -0.2310
C 0.9960 2.0398 1.0839
F 2.0604 2.2040 0.3182
F 1.2901 1.2032 2.0742
F 0.6269 3.2024 1.5928
Mg -0.3828 -1.3643 -1.7516
O -0.2342 -2.3378 -3.3359
H -0.6721 -3.1609 -3.5524

Record 6
54
Properties=species:S:1:pos:R:3 method="wB97M-V/def2-TZVPD" orbital_gap_ev="5.638 / 5.622" homo_ev="-2.93 / -2.93" total_charge=-1 spin_multiplicity=2
O 3.3229 1.5344 -1.3714
C 2.4884 1.7983 -2.2310
C 1.6691 3.1004 -2.3156
C 1.1902 3.7659 -1.1862
H 0.9022 3.1899 -0.3161
C 1.0526 5.1583 -1.1786
H 0.6993 5.6470 -0.2681
C 1.3949 5.9182 -2.2993
H 1.3401 7.0216 -2.2707
C 1.8682 5.2431 -3.4395
H 2.1467 5.8310 -4.3121
C 2.0016 3.8558 -3.4510
H 2.3632 3.3299 -4.3377
H 2.0937 1.1339 -3.0965
C 0.4056 -0.4189 -3.7795
C -0.1497 0.4189 -2.6483
H 0.2743 0.0541 -4.7940
H -0.2572 -1.3172 -3.7442
H 1.4613 -0.8046 -3.6947
C -0.9440 1.5112 -2.6395
C -2.0818 1.3742 -3.5915
H -0.8506 2.4180 -2.0545
H -1.9397 2.1659 -4.3272
H -3.0946 1.4414 -3.1736
H -1.9731 0.3891 -4.0992
Cu -1.3388 -0.2650 -1.3205
Cl -0.9295 2.0786 1.0473
Cl -3.2807 -0.6074 -0.7610
C -2.3937 -1.4277 2.0237
O -1.1980 -1.5943 2.2448
N -3.4152 -2.2631 2.3286
C -3.1789 -3.5557 2.9335
C -4.7911 -1.8191 2.2506
H -2.7539 -0.5299 1.4942
H -2.1292 -3.8379 2.8183
H -3.8243 -4.3070 2.4586
H -3.4468 -3.5464 4.0012
H -4.8261 -0.9108 1.6530
H -5.1987 -1.6281 3.2490
H -5.4131 -2.5867 1.7846
H 2.0225 -5.0190 -0.7472
H 4.3049 -3.8670 -0.2897
C 1.8367 -4.1945 -1.4433
C 3.9840 -3.1043 -0.9947
N 2.5553 -3.0071 -1.0411
H 0.7640 -4.0221 -1.5259
C 1.9452 -1.8410 -0.7618
O 0.7319 -1.6526 -0.9554
H 4.3933 -2.1436 -0.6987
H 2.6187 -1.0743 -0.3336
H 2.2155 -4.5600 -2.4016
H 4.3946 -3.3846 -1.9624
O 0.9567 0.2345 0.9232
C 0.0112 0.6758 0.3676